No. 1
Here is a structure of composition C24H47N7O2Sn from the Open Molecules 2025 dataset. Energies are from ωB97M-V/def2-TZVPD.

Geometry (Å):
Sn1 -0.40 0.75 0.58
C1 0.35 1.56 4.58
C2 -0.08 0.22 3.95
N1 0.62 -0.24 2.75
C3 2.08 -0.32 2.78
C4 2.58 -0.61 1.37
N2 2.21 0.44 0.41
C5 2.88 1.70 0.71
C6 2.89 2.72 -0.43
C7 1.60 2.90 -1.23
N3 0.36 3.06 -0.47
C8 0.21 4.28 0.34
C9 0.70 4.12 1.77
N4 0.15 2.91 2.41
C10 0.83 2.72 3.70
H1 1.15 1.37 5.29
H2 -0.52 1.89 5.15
H3 -1.14 0.28 3.66
H4 -0.01 -0.53 4.75
H5 0.29 -1.19 2.59
H6 2.43 -1.11 3.45
H7 2.48 0.63 3.14
H8 2.12 -1.54 1.03
H9 3.67 -0.75 1.40
H10 2.52 0.12 -0.50
H11 3.93 1.51 0.99
H12 2.37 2.12 1.57
H13 3.66 2.44 -1.15
H14 3.19 3.67 0.00
H15 1.43 2.01 -1.85
H16 1.76 3.76 -1.90
H17 -0.38 3.09 -1.17
H18 -0.86 4.53 0.37
H19 0.74 5.13 -0.12
H20 0.42 5.02 2.33
H21 1.78 4.05 1.78
H22 -0.83 3.09 2.60
H23 0.74 3.63 4.31
H24 1.89 2.60 3.49
C11 -5.67 1.30 -2.32
O1 -4.80 1.26 -1.19
C12 -3.50 1.20 -1.31
O2 -2.79 1.22 -0.31
N5 -2.96 1.12 -2.55
N6 -1.57 0.99 -2.69
H25 -6.67 1.37 -1.89
H26 -5.60 0.40 -2.92
H27 -5.49 2.19 -2.93
H28 -3.54 0.98 -3.36
H29 -1.25 1.62 -3.42
H30 -1.32 0.04 -2.95
C13 -0.35 -4.09 1.76
C14 -1.59 -3.85 0.89
C15 -2.44 -2.70 1.43
C16 -1.13 -3.69 -0.53
C17 -1.31 -4.72 -1.42
C18 -0.82 -4.68 -2.72
C19 -0.09 -3.58 -3.16
C20 0.14 -2.50 -2.34
C21 1.04 -1.37 -2.73
C22 0.92 -0.94 -4.19
C23 2.48 -1.80 -2.43
C24 -0.42 -2.48 -0.98
N7 -0.26 -1.48 -0.21
H31 -0.65 -4.21 2.80
H32 0.33 -3.25 1.68
H33 0.17 -4.99 1.44
H34 -2.21 -4.75 0.92
H35 -1.83 -1.81 1.61
H36 -2.90 -3.00 2.36
H37 -3.23 -2.43 0.73
H38 -1.84 -5.61 -1.10
H39 -0.99 -5.51 -3.39
H40 0.33 -3.58 -4.15
H41 0.78 -0.52 -2.08
H42 1.45 -1.62 -4.86
H43 1.38 0.04 -4.31
H44 -0.11 -0.88 -4.53
H45 2.75 -2.66 -3.04
H46 2.60 -2.08 -1.38
H47 3.17 -0.99 -2.66

energy relative to the best compared isomer or geometry (same formula, charge and spin): 61.7 kcal/mol
LUMO (alpha / beta): -7.5 / -7.4 eV
E_tot: -45992.7296 eV
net charge: +2
gap between HOMO and LUMO (alpha / beta): 6.1 / 6.1 eV

***

No. 2
Here is a structure of composition C24H48AsF6O12S6 from the Open Molecules 2025 dataset. Energies are from ωB97M-V/def2-TZVPD.

Geometry (Å):
As1 0.54 0.48 0.45
F1 -0.66 -0.54 -0.37
F2 0.74 1.54 -1.03
F3 1.59 1.67 1.26
F4 0.36 -0.43 2.02
F5 1.83 -0.53 -0.25
F6 -0.97 1.45 0.84
C1 -4.48 2.34 -1.97
C2 -2.95 2.53 -1.86
C3 -2.85 3.80 -0.96
S1 -4.20 3.64 0.35
O1 -4.91 4.93 0.14
O2 -3.68 3.36 1.66
C4 -4.98 2.27 -0.52
H1 -4.81 1.46 -2.51
H2 -4.95 3.19 -2.46
H3 -2.57 2.58 -2.88
H4 -2.37 1.69 -1.47
H5 -2.98 4.82 -1.32
H6 -1.86 3.94 -0.53
H7 -6.04 2.20 -0.25
H8 -4.35 1.47 -0.14
C5 4.37 1.50 -1.16
C6 4.75 0.92 0.18
C7 4.87 2.10 1.16
S2 5.94 3.19 0.24
O3 7.28 2.71 0.42
O4 5.58 4.64 0.43
C8 5.42 2.61 -1.34
H9 3.31 1.76 -1.19
H10 4.52 0.84 -2.02
H11 5.69 0.40 0.01
H12 4.02 0.15 0.45
H13 5.48 1.79 2.01
H14 3.98 2.73 1.22
H15 6.33 2.39 -1.90
H16 4.89 3.41 -1.86
C9 0.24 -3.96 5.51
C10 0.35 -3.60 4.01
C11 1.80 -3.11 3.85
S3 2.83 -4.14 5.06
O5 3.37 -3.28 6.06
O6 3.67 -5.10 4.31
C12 1.39 -4.99 5.78
H17 -0.76 -4.38 5.63
H18 0.19 -3.02 6.07
H19 -0.26 -2.81 3.57
H20 0.38 -4.51 3.40
H21 1.87 -2.10 4.25
H22 2.29 -3.19 2.88
H23 1.53 -5.38 6.79
H24 1.16 -5.91 5.24
C13 -3.07 -1.66 3.22
C14 -4.37 -2.43 3.33
C15 -5.58 -1.60 2.52
S4 -5.10 0.18 2.87
O7 -5.39 0.49 4.29
O8 -5.56 1.09 1.81
C16 -3.32 -0.19 2.62
H25 -2.22 -2.08 2.68
H26 -2.62 -1.51 4.20
H27 -4.75 -2.49 4.35
H28 -4.37 -3.47 3.01
H29 -6.60 -1.89 2.76
H30 -5.57 -1.54 1.43
H31 -2.71 0.59 3.08
H32 -3.15 -0.04 1.55
C17 1.33 3.52 -4.32
C18 -0.14 3.70 -3.84
C19 -0.97 4.10 -5.13
S5 0.20 4.99 -6.31
O9 -0.04 6.45 -6.31
O10 0.42 4.29 -7.56
C20 1.70 4.66 -5.32
H33 1.38 2.60 -4.91
H34 2.14 3.26 -3.64
H35 -0.29 4.55 -3.17
H36 -0.51 2.81 -3.33
H37 -1.79 4.78 -4.91
H38 -1.24 3.18 -5.64
H39 1.53 5.57 -4.73
H40 2.67 4.84 -5.77
C21 0.18 -4.99 -2.53
C22 -0.10 -4.39 -1.13
C23 1.09 -3.45 -0.86
S6 2.59 -4.17 -1.48
O11 3.41 -5.03 -0.67
O12 3.22 -3.03 -2.16
C24 1.71 -5.22 -2.68
H41 -0.27 -4.22 -3.15
H42 -0.43 -5.85 -2.79
H43 -0.34 -5.22 -0.47
H44 -0.97 -3.74 -1.00
H45 1.18 -2.97 0.12
H46 0.88 -2.60 -1.51
H47 1.72 -6.17 -2.14
H48 2.22 -5.22 -3.64

LUMO (alpha / beta): -0.8 / -7.3 eV
E_tot: -192384.0012 eV
spin multiplicity: 2
⟨S²⟩: 0.758
net charge: 0
gap between HOMO and LUMO (alpha / beta): 8.8 / 2.3 eV

***

No. 3
Here is the ion C24H48BN4O9 with charge +1 from the Open Molecules 2025 dataset. Energies are from ωB97M-V/def2-TZVPD.

Geometry (Å):
C1 4.05 -4.15 0.16
C2 5.49 -3.61 -0.32
O1 5.97 -2.46 0.41
C3 5.01 -1.35 0.33
C4 5.78 0.06 0.23
O2 5.44 0.83 -0.95
C5 4.54 1.92 -0.65
C6 2.99 1.45 -0.81
O3 2.51 1.89 -2.10
C7 1.32 1.15 -2.52
C8 0.40 0.73 -1.29
N1 -0.13 1.78 -0.46
C9 -0.87 1.04 0.54
N2 -1.53 1.64 1.53
C10 -2.29 1.08 2.65
C11 -1.31 0.54 3.84
C12 -0.20 1.62 4.27
C13 -0.68 2.65 5.40
O4 0.18 3.84 5.32
C14 -0.49 4.90 4.67
O5 -0.03 5.44 3.63
C15 -1.46 3.16 1.49
O6 -2.24 3.74 0.43
C16 -3.51 3.08 0.26
N3 -0.81 -0.37 0.34
B1 -1.33 -1.61 0.97
O7 -0.44 -2.46 1.71
O8 -2.70 -1.95 0.79
C17 -2.99 -3.30 1.28
C18 -3.24 -3.33 2.88
N4 -0.05 -0.53 -0.80
C19 0.33 -1.78 -1.52
C20 -0.87 -2.37 -2.46
C21 -0.90 -1.73 -3.93
C22 -1.66 -0.31 -4.02
C23 -2.48 -0.11 -5.40
O9 -3.93 -0.20 -5.20
C24 -4.48 0.84 -6.08
H1 3.25 -3.41 -0.22
H2 4.01 -4.24 1.30
H3 3.81 -5.16 -0.34
H4 6.22 -4.49 -0.22
H5 5.48 -3.33 -1.44
H6 4.43 -1.36 1.33
H7 4.30 -1.51 -0.57
H8 6.90 -0.18 0.15
H9 5.64 0.61 1.22
H10 4.67 2.80 -1.37
H11 4.66 2.33 0.42
H12 2.43 1.95 0.07
H13 3.02 0.30 -0.70
H14 1.64 0.29 -3.20
H15 0.72 1.89 -3.16
H16 -2.95 1.88 3.17
H17 -3.05 0.25 2.36
H18 -1.96 0.35 4.78
H19 -0.75 -0.41 3.54
H20 0.67 1.02 4.73
H21 0.24 2.23 3.42
H22 -1.79 2.91 5.39
H23 -0.43 2.18 6.43
H24 -1.47 5.34 5.07
H25 -0.37 3.53 1.43
H26 -1.87 3.62 2.47
H27 -4.01 2.92 1.29
H28 -4.26 3.66 -0.37
H29 -3.43 2.02 -0.20
H30 0.45 -2.05 1.75
H31 -4.01 -3.58 0.82
H32 -2.25 -4.09 0.93
H33 -4.11 -2.62 3.10
H34 -2.28 -3.06 3.44
H35 -3.58 -4.38 3.22
H36 0.78 -2.59 -0.84
H37 1.17 -1.53 -2.27
H38 -1.87 -2.18 -1.91
H39 -0.71 -3.50 -2.54
H40 0.13 -1.68 -4.44
H41 -1.52 -2.46 -4.58
H42 -2.28 -0.05 -3.10
H43 -0.82 0.49 -4.06
H44 -2.10 -0.77 -6.25
H45 -2.28 0.98 -5.73
H46 -3.96 0.82 -7.11
H47 -4.30 1.90 -5.66
H48 -5.60 0.66 -6.22

LUMO: -3.0 eV
E_tot: -50718.3400 eV
net charge: +1
gap between HOMO and LUMO: 8.7 eV

***

No. 4
Here is a cluster of 6 separate species, C24H48BO8 in total from the Open Molecules 2025 dataset. Energies are from ωB97M-V/def2-TZVPD.

Geometry (Å):
O1 1.54 -1.17 -4.09
C1 2.21 -2.07 -4.59
C2 3.67 -2.23 -4.49
B1 4.55 -1.23 -5.47
O2 4.33 -1.46 -6.92
C3 4.02 -0.23 -7.54
C4 4.15 0.87 -6.46
O3 4.34 0.21 -5.23
H1 1.68 -2.83 -5.22
H2 4.00 -2.03 -3.47
H3 3.93 -3.26 -4.74
H4 5.76 -1.51 -5.20
H5 2.98 -0.26 -7.90
H6 4.69 -0.05 -8.40
H7 3.22 1.43 -6.39
H8 4.99 1.54 -6.68
C5 -1.50 1.03 -1.04
C6 -0.94 -0.05 -1.96
C7 0.48 -0.20 -1.44
O4 0.42 0.10 -0.03
C8 -0.84 0.68 0.29
H9 -2.59 1.04 -0.98
H10 -1.17 2.02 -1.38
H11 -1.49 -0.99 -1.82
H12 -0.97 0.20 -3.02
H13 1.16 0.51 -1.92
H14 0.89 -1.20 -1.58
H15 -1.44 -0.05 0.84
H16 -0.69 1.55 0.93
C9 2.01 -2.18 3.78
C10 1.03 -1.54 2.80
C11 0.29 -2.75 2.27
O5 0.27 -3.71 3.34
C12 1.18 -3.30 4.37
H17 2.39 -1.49 4.53
H18 2.87 -2.59 3.24
H19 0.34 -0.88 3.33
H20 1.50 -0.96 2.01
H21 0.81 -3.19 1.41
H22 -0.74 -2.53 1.98
H23 0.59 -2.94 5.23
H24 1.77 -4.15 4.68
C13 6.80 -4.11 5.33
C14 6.11 -5.46 5.50
C15 4.66 -5.04 5.71
O6 4.48 -3.84 4.96
C16 5.75 -3.33 4.54
H25 7.75 -4.16 4.81
H26 6.96 -3.64 6.30
H27 6.20 -6.05 4.58
H28 6.50 -6.05 6.33
H29 4.45 -4.83 6.76
H30 3.94 -5.78 5.35
H31 5.86 -3.49 3.47
H32 5.78 -2.25 4.73
C17 -5.54 2.42 2.32
C18 -4.85 3.75 2.02
C19 -3.39 3.39 2.23
O7 -3.26 2.01 1.87
C20 -4.55 1.42 1.73
H33 -6.53 2.33 1.88
H34 -5.63 2.27 3.40
H35 -5.03 4.02 0.98
H36 -5.18 4.57 2.65
H37 -3.09 3.51 3.28
H38 -2.71 3.98 1.61
H39 -4.75 1.26 0.67
H40 -4.56 0.46 2.24
C21 -7.03 5.44 -3.11
C22 -5.62 4.88 -3.32
C23 -5.11 4.81 -1.89
O8 -6.25 4.57 -1.06
C24 -7.45 4.76 -1.81
H41 -7.71 5.24 -3.93
H42 -6.98 6.53 -2.97
H43 -5.68 3.87 -3.74
H44 -4.99 5.49 -3.96
H45 -4.65 5.76 -1.59
H46 -4.38 4.01 -1.73
H47 -7.90 3.78 -2.01
H48 -8.15 5.35 -1.23

LUMO: 2.1 eV
E_tot: -42722.9634 eV
net charge: -1
gap between HOMO and LUMO: 5.9 eV

***

No. 5
Here is a structure of composition C24H48Br2INO8 from the Open Molecules 2025 dataset. Energies are from ωB97M-V/def2-TZVPD.

Geometry (Å):
C1 1.44 5.28 -2.39
C2 1.60 3.80 -2.11
O1 2.31 3.53 -0.91
C3 1.52 3.57 0.26
C4 1.98 2.52 1.25
C5 1.17 2.57 2.55
C6 -0.08 1.68 2.55
C7 0.27 0.20 2.60
C8 -0.81 -0.73 2.12
Br1 -2.39 -0.60 3.34
O2 -0.31 -2.02 2.08
C9 -0.67 -2.86 0.96
C10 -2.18 -3.04 0.85
C11 -0.03 -4.19 1.32
N1 -0.44 -5.27 0.42
C12 -0.02 -2.21 -0.31
C13 -0.92 -1.99 -1.51
O3 -1.83 -0.97 -1.20
C14 -2.66 -0.57 -2.27
C15 -2.84 0.92 -2.23
O4 -3.63 1.24 -1.12
C16 -3.99 2.60 -1.03
C17 -4.33 2.94 0.42
O5 -5.02 1.88 1.04
C18 -4.20 1.03 1.83
C19 -3.93 1.60 3.21
O6 1.07 -3.00 -0.82
C20 2.36 -2.48 -0.75
Br2 2.85 -2.06 1.13
C21 2.40 -1.17 -1.55
O7 3.46 -0.33 -1.15
O8 2.89 0.99 -1.24
C22 3.28 -3.59 -1.26
C23 4.57 -3.14 -1.93
C24 5.64 -2.62 -0.98
I1 5.31 -4.89 -3.00
H1 2.32 5.80 -1.99
H2 0.54 5.70 -1.94
H3 1.42 5.47 -3.47
H4 0.62 3.30 -2.07
H5 2.18 3.32 -2.91
H6 1.60 4.57 0.72
H7 0.47 3.40 0.01
H8 3.05 2.66 1.45
H9 1.88 1.55 0.76
H10 0.86 3.61 2.73
H11 1.79 2.27 3.39
H12 -0.71 1.93 3.42
H13 -0.69 1.90 1.67
H14 1.13 -0.01 1.96
H15 0.54 -0.11 3.61
H16 -1.22 -0.42 1.16
H17 -2.42 -3.71 0.03
H18 -2.70 -2.10 0.68
H19 -2.55 -3.49 1.77
H20 -0.40 -4.42 2.32
H21 1.05 -4.07 1.40
H22 0.13 -6.09 0.60
H23 -0.23 -5.01 -0.54
H24 0.35 -1.23 -0.01
H25 -1.42 -2.92 -1.81
H26 -0.29 -1.69 -2.36
H27 -2.23 -0.86 -3.23
H28 -3.64 -1.04 -2.16
H29 -3.34 1.23 -3.16
H30 -1.87 1.44 -2.19
H31 -4.84 2.82 -1.69
H32 -3.15 3.24 -1.35
H33 -4.99 3.81 0.43
H34 -3.42 3.21 0.97
H35 -3.26 0.84 1.30
H36 -4.73 0.08 1.91
H37 -3.17 2.39 3.18
H38 -4.84 2.03 3.62
H39 -3.57 0.82 3.88
H40 2.49 -1.43 -2.61
H41 1.47 -0.63 -1.42
H42 3.63 1.52 -0.92
H43 3.54 -4.23 -0.42
H44 2.66 -4.18 -1.94
H45 4.39 -2.43 -2.73
H46 6.62 -3.03 -1.21
H47 5.42 -2.88 0.05
H48 5.73 -1.54 -1.07

LUMO: 0.4 eV
E_tot: -191716.4325 eV
net charge: 0
gap between HOMO and LUMO: 9.2 eV